Entry 1:
Here is a structure of composition C58H42N8TeY from the OMol25 dataset. Energies are from ωB97M-V with the def2-TZVPD basis set.

The value obtained for the electronic energy is -2979.83079 Ha. The net charge is +1. For the HOMO energy, the calculation gives -9.09 eV. The value obtained for the maximum force is 0.0208 hartree/bohr. The value obtained for the orbital gap is 5.82 eV. Its energy relative to the best compared isomer or geometry (same formula, charge and spin) is 0.0000 eV. The lowest unoccupied orbital energy comes out at -3.27 eV. Its spin multiplicity is 1.

Geometry as XYZ:
```
110
C58H42N8TeY | the OMol25 dataset | ωB97M-V with the def2-TZVPD basis set
Y 0.06075 -0.33218 0.13449
C -3.33643 4.36052 -5.20448
C -3.37205 2.97403 -5.24377
C -2.69604 2.23300 -4.28585
C -1.97682 2.86306 -3.27203
C -1.93683 4.25651 -3.25143
C -2.61301 4.99934 -4.20703
C -1.24220 2.06831 -2.24644
C -0.23627 1.20493 -2.72461
C 0.22191 1.13298 -4.08960
C 1.24742 0.24567 -4.12725
C 1.44669 -0.23565 -2.78581
N 0.52223 0.35519 -1.96574
C 2.48894 -1.08881 -2.38008
C 2.84740 -1.39660 -1.05807
C 3.95149 -2.23637 -0.65946
C 3.98673 -2.23892 0.69562
C 2.89757 -1.41335 1.15416
C 2.59545 -1.15775 2.50146
C 3.47823 -1.80005 3.52418
C 3.21347 -3.09060 3.97065
C 4.02986 -3.68462 4.92269
C 5.11767 -2.99232 5.43522
C 5.38673 -1.70468 4.99333
C 4.57023 -1.11066 4.04137
C 1.56076 -0.34565 2.98598
N 0.63911 0.30669 2.21498
C -0.19029 1.00474 3.04774
C -1.24637 1.83175 2.63650
C -2.08001 2.44777 3.71415
C -1.64790 3.58686 4.38493
C -2.43133 4.15183 5.38159
C -3.65211 3.58202 5.71430
C -4.08806 2.44541 5.04799
C -3.30522 1.88074 4.05112
C -1.59027 2.15842 1.31389
C -2.62844 3.08415 0.93440
C -2.62819 3.15644 -0.41913
C -1.58818 2.27741 -0.89916
N -0.99059 1.67866 0.17896
C 0.21700 0.76957 4.41190
C 1.29482 -0.05315 4.37314
N 2.22638 -0.92408 0.06614
C 3.33207 -1.67104 -3.46524
C 4.65650 -1.27164 -3.62512
C 5.43521 -1.80814 -4.63978
C 4.89906 -2.75149 -5.50486
C 3.57966 -3.15351 -5.35355
C 2.80037 -2.61394 -4.34073
H -3.86062 4.93991 -5.95283
H -3.92402 2.46623 -6.02456
H -2.72140 1.15000 -4.32824
H -1.36039 4.75816 -2.48386
H -2.56688 6.08003 -4.17657
H -0.15650 1.71924 -4.91003
H 1.84679 -0.02237 -4.98158
H 4.61843 -2.75048 -1.33127
H 4.69020 -2.74834 1.33384
H 2.36244 -3.62820 3.56909
H 3.81542 -4.68855 5.26539
H 5.75414 -3.45500 6.17787
H 6.23413 -1.16080 5.38969
H 4.77801 -0.10575 3.69399
H -0.69528 4.03037 4.12107
H -2.08768 5.03892 5.89730
H -4.26210 4.02225 6.49198
H -5.03815 1.99608 5.30684
H -3.64094 0.99067 3.53018
H -3.26737 3.61814 1.61898
H -3.28486 3.74798 -1.03485
H -0.25607 1.19393 5.28238
H 1.86772 -0.42599 5.20662
H 5.07195 -0.52943 -2.95425
H 6.46126 -1.48506 -4.75737
H 5.50702 -3.16978 -6.29607
H 3.15598 -3.88860 -6.02549
H 1.76927 -2.92561 -4.22167
Te -3.28462 -0.96031 0.44050
C -4.74702 0.29955 -0.37770
C -5.85063 0.65101 0.39317
C -6.79021 1.53270 -0.12071
C -6.62454 2.06433 -1.39257
C -5.52116 1.71586 -2.15751
C -4.57757 0.83239 -1.65008
C -4.12206 -2.80656 -0.15044
C -4.93316 -2.91308 -1.27526
C -5.50804 -4.13719 -1.59687
C -5.26053 -5.25621 -0.81191
C -4.43447 -5.15198 0.29958
C -3.87098 -3.92797 0.63648
H -5.97272 0.24599 1.38940
H -7.64955 1.80933 0.47587
H -7.35692 2.75725 -1.78570
H -5.38009 2.14172 -3.14250
H -3.70298 0.57695 -2.23416
H -5.14174 -2.04138 -1.88369
H -6.16134 -4.21157 -2.45709
H -5.72642 -6.20210 -1.05695
H -4.24865 -6.01700 0.92348
H -3.25673 -3.84530 1.52519
N -1.03772 -7.16296 -0.74790
C -1.14742 -5.83191 -0.76783
N -1.93256 -5.25933 -1.69692
N -0.44042 -5.15400 0.12037
C -0.48183 -3.86418 0.13486
N -0.48884 -2.70296 0.19717
H -1.50315 -7.74767 -1.41736
H -0.38344 -7.57453 -0.10538
H -2.59461 -5.82454 -2.20228
H -2.22519 -4.30388 -1.54706
```



Entry 2:
Here is a structure of composition C58H45F3IN2O3P3SSiTi from the OMol25 dataset. Energies are from ωB97M-V with the def2-TZVPD basis set.

The value obtained for the electronic energy is -5731.08375 Ha. For the HOMO energy, the calculation gives -7.67 eV. The value obtained for the maximum force is 0.0310 hartree/bohr. The value obtained for the orbital gap is 7.88 eV. The lowest unoccupied orbital energy comes out at 0.20 eV. Its spin multiplicity is 1.

Geometry as XYZ:
```
118
C58H45F3IN2O3P3SSiTi | the OMol25 dataset | ωB97M-V with the def2-TZVPD basis set
Ti 0.03990 0.87041 0.22213
C 6.04951 -0.42070 2.00785
C 5.64252 0.65231 1.22495
C 4.48417 0.56622 0.47489
C 3.71285 -0.59609 0.49841
C 4.10291 -1.65041 1.31493
C 5.27756 -1.56895 2.05068
P 2.15768 -0.62843 -0.46529
C 2.75258 -0.04395 -2.09150
C 2.69982 1.33748 -2.29352
C 3.15324 1.89429 -3.47947
C 3.64287 1.07554 -4.48706
C 3.67911 -0.29842 -4.30089
C 3.23810 -0.85584 -3.11041
C 1.67662 -2.39157 -0.63243
C 2.63282 -3.34389 -0.99252
C 2.28049 -4.67243 -1.15149
C 0.96142 -5.05976 -0.94538
C 0.01784 -4.12029 -0.56379
C 0.34360 -2.77188 -0.38280
Si -1.00975 -1.53628 0.18370
C -2.38869 -1.63086 -1.11688
C -3.48344 -2.50400 -1.05240
C -4.34824 -2.66259 -2.11879
C -4.11665 -1.97719 -3.30969
C -3.05886 -1.09472 -3.38925
C -2.23018 -0.88270 -2.28363
P -0.88313 0.36429 -2.38069
C -1.69268 1.91727 -2.87653
C -0.86628 3.04035 -2.94999
C -1.38488 4.27492 -3.29153
C -2.74219 4.40854 -3.56100
C -3.57262 3.30450 -3.46496
C -3.05349 2.06365 -3.11449
C -0.12624 -0.25440 -3.94055
C 0.11139 0.54347 -5.05049
C 0.62383 -0.00964 -6.21866
C 0.90974 -1.36240 -6.28572
C 0.69271 -2.16521 -5.17162
C 0.18738 -1.61369 -4.00975
C -1.73059 -2.14518 1.82968
C -2.41905 -3.34257 2.04946
C -3.03489 -3.61508 3.25969
C -2.96307 -2.69511 4.29740
C -2.24178 -1.52575 4.12936
C -1.62516 -1.26149 2.91139
P -0.53685 0.16892 2.63728
C -1.07183 1.49639 3.75631
C -0.82904 1.43064 5.12882
C -1.26090 2.44479 5.96668
C -1.94036 3.53691 5.43902
C -2.18016 3.60912 4.07589
C -1.74532 2.59445 3.23459
C 1.01226 -0.40433 3.43975
C 1.20807 -1.75078 3.72789
C 2.32922 -2.16160 4.43957
C 3.26578 -1.23067 4.85096
C 3.10171 0.10983 4.52172
C 1.98472 0.52425 3.81835
H 6.95867 -0.35312 2.59048
H 6.22869 1.56053 1.19571
H 4.18594 1.41241 -0.13042
H 3.50060 -2.54776 1.37398
H 5.57860 -2.40541 2.66721
H 2.31977 2.00623 -1.52186
H 3.11117 2.96750 -3.61146
H 3.98384 1.50549 -5.41956
H 4.04504 -0.94374 -5.08816
H 3.25818 -1.93127 -2.99917
H 3.66527 -3.04659 -1.13202
H 3.03061 -5.39903 -1.43346
H 0.67329 -6.09557 -1.07259
H -1.00256 -4.44719 -0.40543
H -3.67536 -3.06471 -0.15009
H -5.19062 -3.33581 -2.03410
H -4.76178 -2.12748 -4.16492
H -2.86887 -0.56675 -4.31634
H 0.18432 2.96320 -2.69312
H -0.73356 5.13743 -3.31940
H -3.15082 5.37256 -3.83120
H -4.63313 3.40052 -3.66036
H -3.72549 1.22348 -3.00771
H -0.11998 1.60124 -5.02274
H 0.78992 0.62532 -7.07873
H 1.30624 -1.79020 -7.19668
H 0.91211 -3.22398 -5.21018
H 0.01479 -2.25681 -3.15222
H -2.48304 -4.08691 1.26685
H -3.58095 -4.54013 3.39261
H -3.45349 -2.89643 5.24076
H -2.16044 -0.82583 4.95055
H -0.28291 0.59333 5.54770
H -1.05983 2.38658 7.02813
H -2.27049 4.33437 6.09077
H -2.70901 4.45583 3.65908
H -1.92354 2.65883 2.16572
H 0.47290 -2.48818 3.43016
H 2.45287 -3.20887 4.68156
H 4.12908 -1.54528 5.42255
H 3.84242 0.83940 4.81944
H 1.85816 1.57107 3.58125
F 2.05077 5.67216 1.62071
C 2.08686 4.34918 1.83740
F 1.88878 4.14485 3.15163
F 3.30553 3.90503 1.53239
S 0.74296 3.54980 0.83109
O 1.16558 2.07748 1.29771
O 1.29036 3.77558 -0.52698
O -1.03842 2.13975 -0.08099
I -7.72255 1.48545 1.47271
C -5.72454 1.23535 1.10272
C -4.97488 1.84795 0.12309
N -3.72401 1.37885 0.25949
N -3.60198 0.53348 1.28887
C -4.81373 0.42222 1.80362
H -5.24286 2.53962 -0.65492
H -2.84649 1.70204 -0.16265
H -4.99408 -0.22672 2.64332
```



Entry 3:
Here is a structure of composition C58H46GeN6RuS from the OMol25 dataset. Energies are from ωB97M-V with the def2-TZVPD basis set.

The value obtained for the electronic energy is -5136.36116 Ha. For the HOMO energy (alpha / beta), the calculation gives -6.57 / -6.57 eV. The value obtained for the maximum force is 0.0754 hartree/bohr. The value obtained for the orbital gap (alpha / beta) is 5.62 / 5.62 eV. The lowest unoccupied orbital energy (alpha / beta) comes out at -0.95 / -0.95 eV. Its spin multiplicity is 1.

Geometry as XYZ:
```
113
C58H46GeN6RuS | the OMol25 dataset | ωB97M-V with the def2-TZVPD basis set
Ru -0.22390 -0.72070 -0.09020
C -5.23420 -2.55910 5.32470
C -4.72510 -3.47030 4.41490
C -3.87760 -3.04750 3.40910
C -3.52150 -1.70550 3.31620
C -4.05000 -0.79230 4.21930
C -4.90360 -1.21800 5.21790
C -2.54990 -1.27820 2.29080
C -1.27540 -0.95080 2.74170
C -0.88420 -0.94530 4.12040
C 0.44510 -0.68490 4.15230
C 0.87950 -0.54190 2.79200
C 2.21490 -0.52230 2.38190
C 3.26480 -0.60430 3.40780
C 3.34970 0.33810 4.43050
C 4.33000 0.24170 5.39770
C 5.25270 -0.79020 5.35500
C 5.18500 -1.72900 4.33920
C 4.19380 -1.64470 3.38210
C 2.62230 -0.58820 1.02670
N 1.79360 -0.70860 -0.05120
C 2.60010 -0.87110 -1.14660
C 2.17040 -1.08140 -2.47250
C 3.22860 -1.46940 -3.42960
C 3.76380 -2.75090 -3.32660
C 4.75330 -3.17070 -4.19490
C 5.22880 -2.31000 -5.16940
C 4.71080 -1.02940 -5.26900
C 3.71020 -0.61110 -4.40840
C 0.85620 -1.02620 -2.92120
C 0.45270 -1.13610 -4.29250
C -0.89520 -0.99530 -4.32020
C -1.33110 -0.83310 -2.96160
N -0.24700 -0.84840 -2.13690
C -2.67030 -0.86980 -2.56160
C -3.08280 -0.98800 -1.21420
C -4.40830 -1.26520 -0.78280
C -4.34980 -1.45990 0.57260
C -2.99900 -1.26450 0.95780
N -2.24200 -0.96810 -0.13980
C -3.68620 -0.94130 -3.62830
C -3.79190 0.09990 -4.54950
C -4.70640 0.03710 -5.58340
C -5.53520 -1.06460 -5.71600
C -5.44350 -2.10210 -4.80470
C -4.52350 -2.04600 -3.77400
C 3.95930 -0.78360 -0.76240
C 3.97210 -0.59110 0.59620
N -0.19190 -0.67570 1.95780
H -5.88740 -2.89330 6.11650
H -4.98090 -4.51710 4.49660
H -3.46990 -3.75470 2.69940
H -3.78460 0.25160 4.12550
H -5.30510 -0.50480 5.92250
H -1.53180 -1.12950 4.95420
H 1.07400 -0.63510 5.01830
H 2.64770 1.15940 4.44280
H 4.37100 0.97520 6.19040
H 6.02350 -0.86290 6.10550
H 5.90220 -2.53500 4.29410
H 4.12570 -2.39780 2.60800
H 3.39530 -3.41950 -2.56190
H 5.15700 -4.16890 -4.10550
H 6.00700 -2.63570 -5.84470
H 5.09190 -0.35460 -6.02170
H 3.31080 0.39080 -4.48050
H 1.11450 -1.29160 -5.12020
H -1.54400 -1.02650 -5.17170
H -5.27680 -1.29890 -1.41060
H -5.15480 -1.70670 1.23870
H -3.14940 0.96220 -4.43800
H -4.76690 0.84920 -6.29480
H -6.24650 -1.11950 -6.52430
H -6.08420 -2.96500 -4.90180
H -4.43370 -2.87700 -3.08900
H 4.80510 -0.83440 -1.42060
H 4.82820 -0.44620 1.22330
C 2.37810 2.52280 1.05920
Ge 0.52790 2.79840 0.39560
C 0.70050 4.09130 -1.12000
C -0.47240 3.76100 1.84280
C -0.45070 1.24400 -0.24480
H 2.81800 3.50130 1.23970
H 2.99230 2.00950 0.32510
H 2.41120 1.96260 1.98770
H 1.25080 4.96430 -0.78430
H -0.26840 4.41510 -1.48550
H 1.24540 3.64670 -1.94750
H 0.05920 4.67910 2.07710
H -0.54250 3.16570 2.74840
H -1.47580 4.01970 1.52200
H -1.31080 1.59260 -0.82850
S 0.22260 -7.42580 0.14680
C 0.03710 -5.65930 0.11060
C 0.80660 -4.83440 0.93180
C 0.67730 -3.47170 0.82180
N -0.16890 -2.87580 -0.03410
C -0.92870 -3.67610 -0.80320
C -0.86060 -5.04960 -0.76460
C 1.92940 -7.40430 -0.42530
C 2.19000 -7.55070 -1.77900
C 3.49850 -7.38860 -2.20660
N 4.49560 -7.08290 -1.39670
C 4.24140 -6.98210 -0.10420
C 2.97960 -7.15770 0.44400
H 1.49400 -5.24930 1.64650
H 1.27060 -2.82600 1.45340
H -1.61280 -3.18600 -1.48810
H -1.49110 -5.64820 -1.40450
H 1.39580 -7.77340 -2.47320
H 3.75400 -7.49250 -3.25290
H 5.08560 -6.73790 0.52610
H 2.82510 -7.09990 1.51020
```



Entry 4:
Here is a structure of composition C58H46N7Tc from the OMol25 dataset. Energies are from ωB97M-V with the def2-TZVPD basis set.

The value obtained for the electronic energy is -2701.53475 Ha. The net charge is +1. For the HOMO energy (alpha / beta), the calculation gives -8.44 / -9.43 eV. The value obtained for the maximum force is 0.0077 hartree/bohr. The value obtained for the orbital gap (alpha / beta) is 5.49 / 5.30 eV. The lowest unoccupied orbital energy (alpha / beta) comes out at -2.95 / -4.13 eV. Its spin multiplicity is 4.

Geometry as XYZ:
```
112
C58H46N7Tc | the OMol25 dataset | ωB97M-V with the def2-TZVPD basis set
Tc 0.23794 0.63618 0.37878
C 6.66472 -3.73709 -0.89842
C 6.22366 -2.80817 -1.93399
C 5.29455 -1.86530 -1.69624
C 4.67537 -1.77178 -0.39449
C 5.19631 -2.62273 0.73190
C 6.16411 -3.69123 0.33562
C 3.57213 -1.07163 0.00026
C 1.54002 -2.00944 1.35039
C 1.25700 -3.02550 2.45390
C 0.46753 -2.47282 3.36907
C 0.06025 -1.15872 2.84138
C -1.19064 -0.52528 3.25463
C -1.50621 -0.30698 4.62447
C -0.47946 -0.31878 5.59277
C -0.75976 -0.08850 6.92320
C -2.06637 0.16906 7.32705
C -3.08859 0.20936 6.38426
C -2.81835 -0.01645 5.05014
C -2.16648 -0.49385 2.16745
N -1.88576 0.26703 1.00432
C -2.92994 0.01890 0.07852
C -3.04372 0.83382 -1.10542
C -4.36044 0.80875 -1.79590
C -5.50709 1.28120 -1.16084
C -6.72820 1.25880 -1.81471
C -6.81700 0.75333 -3.10535
C -5.68142 0.27449 -3.74026
C -4.45630 0.30327 -3.08893
C -2.04728 1.65575 -1.56528
C -2.25840 2.73284 -2.51429
C -1.09239 3.39048 -2.65354
C -0.10344 2.67396 -1.87330
N -0.69806 1.66416 -1.19482
C 1.27529 2.90218 -1.89579
C 2.22820 1.98386 -1.43815
C 3.59867 2.04803 -1.82610
C 4.19412 0.92059 -1.35773
C 3.20737 0.15989 -0.66601
N 2.01977 0.83476 -0.69005
C 1.78242 4.13484 -2.55936
C 1.62321 4.35469 -3.92477
C 2.11235 5.51199 -4.51287
C 2.76545 6.46382 -3.74268
C 2.93269 6.25025 -2.38171
C 2.44620 5.09223 -1.79544
C -3.77318 -0.90226 0.62100
C -3.28722 -1.22492 1.93750
N 0.71165 -0.86786 1.76682
H 7.41010 -4.47821 -1.15574
H 6.62662 -2.92312 -2.93137
H 4.91991 -1.26068 -2.50873
H 5.74005 -1.94912 1.41460
H 6.53111 -4.37554 1.09123
H 1.63617 -4.03256 2.49059
H 0.07619 -2.91777 4.27007
H 0.54601 -0.48191 5.28464
H 0.04133 -0.09588 7.64990
H -2.28473 0.35216 8.37028
H -4.10214 0.42440 6.69508
H -3.61821 0.03565 4.32435
H -5.43583 1.67506 -0.15409
H -7.61185 1.63863 -1.31929
H -7.77118 0.73469 -3.61446
H -5.74779 -0.12189 -4.74478
H -3.56548 -0.06577 -3.58195
H -3.20633 2.96297 -2.97204
H -0.90419 4.27215 -3.24175
H 4.04493 2.84119 -2.40029
H 5.23498 0.66428 -1.43677
H 1.13656 3.60456 -4.53621
H 1.98761 5.66592 -5.57660
H 3.14358 7.36723 -4.20197
H 3.44067 6.98761 -1.77399
H 2.57127 4.92485 -0.73256
H -4.65648 -1.29726 0.14766
H -3.70987 -1.95413 2.60967
N 3.87110 -5.37585 1.34440
C 3.31172 -4.24089 0.83715
C 3.87821 -2.98318 1.46286
C 3.04618 -1.68064 1.30183
N 1.02320 -2.28730 0.02139
C 1.47162 -3.30975 -0.60432
C 2.39907 -4.32219 -0.16439
H 4.70457 -5.31995 1.89979
H 3.70341 -6.25518 0.88524
H 4.05647 -3.18593 2.52223
H 3.25856 -1.02498 2.15566
H 1.03902 -3.46956 -1.59046
H 2.27342 -5.28745 -0.64432
C 4.65262 4.22944 1.66792
N 4.65178 3.13490 2.62261
C 5.99618 2.63562 2.83678
C 3.75948 2.07449 2.19293
C 2.30325 2.42374 2.34494
C 1.83431 3.35620 3.26424
C 0.46938 3.67405 3.40221
C -0.51545 3.07772 2.62814
C -0.00759 2.15295 1.71716
C 1.27185 1.86951 1.58745
H 5.28014 5.04182 2.03381
H 3.64069 4.61586 1.54192
H 5.02775 3.91528 0.67916
H 6.63197 3.43556 3.21557
H 6.45577 2.24619 1.91222
H 5.98257 1.83518 3.57745
H 3.97714 1.18397 2.79301
H 3.93815 1.79423 1.14350
H 2.56084 3.85847 3.89066
H 0.18695 4.41268 4.14237
H -1.56010 3.33359 2.75177
H -1.79204 1.26566 1.22275
```